Record 1
The following is a DFT calculation (the ωB97M-V functional and the def2-TZVPD basis) of a cluster of 2 separate species, C2H6Cl2NP in total at a distorted geometry.

- Electronic energy: -37994.1076 eV
- Energy above the lowest of the compared OMol25 structures with the same formula, charge and spin: 156.1 kJ/mol
- Strongest force on any atom: 4.9 eV/Å
- Total charge: 0

Geometry as XYZ:
```
12
C2H6Cl2NP the ωB97M-V functional and the def2-TZVPD basis
Cl -2.12 2.16 0.16
Cl -2.50 -1.39 0.53
P -1.40 -0.67 -1.00
N 0.12 -0.43 -0.30
C 0.20 -0.19 1.15
C 1.13 0.11 -1.21
H 0.47 -1.01 1.82
H -0.71 0.26 1.67
H 0.93 0.53 1.22
H 0.86 1.10 -1.26
H 2.00 -0.10 -0.64
H 1.01 -0.37 -2.11
```

=====

Record 2
The following is a DFT calculation (the ωB97M-V functional and the def2-TZVPD basis) of a cluster of 2 separate species, C2H6ClN in total at a distorted geometry.

- Electronic energy: -16180.2378 eV
- Energy above the lowest of the compared OMol25 structures with the same formula, charge and spin: 365.9 kJ/mol
- Strongest force on any atom: 2.5 eV/Å
- Total charge: 0

Geometry as XYZ:
```
10
C2H6ClN the ωB97M-V functional and the def2-TZVPD basis
Cl 1.27 0.82 -1.44
N 0.81 -1.70 0.38
C 0.39 0.71 -0.05
C -1.05 0.72 -0.31
H -1.36 -0.29 -0.69
H 1.80 -1.73 0.45
H 0.30 -1.91 1.26
H -1.43 1.52 -0.97
H 0.94 0.96 0.82
H -1.66 0.90 0.55
```

=====

Record 3
The following is a DFT calculation (the ωB97M-V functional and the def2-TZVPD basis) of a cluster of 2 separate species, C2H6ClN2O in total at a distorted geometry.

- Electronic energy: -19709.3489 eV
- Energy above the lowest of the compared OMol25 structures with the same formula, charge and spin: 520.1 kJ/mol
- Strongest force on any atom: 5.1 eV/Å
- Total charge: +1

Geometry as XYZ:
```
12
C2H6ClN2O the ωB97M-V functional and the def2-TZVPD basis
Cl -3.29 0.49 0.03
O 1.51 2.05 -0.34
N 1.25 -0.77 0.00
N 0.32 1.41 0.01
C 0.24 0.12 0.04
C -2.18 -0.65 -0.35
H -1.50 -0.65 -1.25
H 1.01 -1.72 0.04
H 2.01 2.49 0.47
H -2.28 -1.38 0.44
H 2.27 -0.42 0.32
H -0.46 1.99 0.10
```